(1)
{
  "formula": "C38H56Br2F8N3O21S",
  "method": "ωB97M-V/def2-TZVPD",
  "elements": ["C", "C", "C", "C", "C", "C", "C", "C", "N", "C", "C", "F", "C", "N", "N", "C", "C", "C", "S", "C", "Br", "C", "C", "Br", "H", "H", "H", "H", "H", "H", "H", "H", "H", "H", "H", "H", "H", "H", "H", "H", "H", "H", "H", "H", "H", "H", "H", "H", "H", "H", "H", "H", "H", "H", "H", "H", "H", "H", "H", "C", "C", "O", "C", "O", "O", "F", "H", "H", "H", "C", "C", "O", "C", "O", "O", "F", "H", "H", "H", "C", "C", "O", "C", "O", "O", "F", "H", "H", "H", "C", "C", "O", "C", "O", "O", "F", "H", "H", "H", "C", "C", "O", "C", "O", "O", "F", "H", "H", "H", "C", "C", "O", "C", "O", "O", "F", "H", "H", "H", "C", "C", "O", "C", "O", "O", "F", "H", "H", "H"],
  "positions_angstrom": [[3.3711, 1.4058, 2.5237], [3.5406, 2.8924, 2.1259], [3.7562, 2.9881, 0.6187], [3.7544, 4.4170, 0.0303], [2.4501, 5.1875, 0.2926], [1.4474, 5.1239, -0.8730], [0.9254, 3.6598, -0.9984], [1.6077, 2.9975, -2.2043], [1.2115, 1.5895, -2.5284], [2.4068, 0.7590, -2.7877], [3.0531, 1.0987, -4.1226], [4.3876, 0.7490, -4.0152], [0.4204, 1.0142, -1.5458], [0.9460, 0.6027, -0.3303], [-0.8485, 0.7899, -1.7308], [-1.6226, 0.1450, -0.6533], [-1.9434, 1.1178, 0.5152], [-1.5212, 0.5630, 1.8799], [-1.8000, 1.8240, 3.1724], [-1.6049, 1.1099, -2.9481], [-1.6601, 3.0339, -3.3114], [-1.2527, 0.2099, -4.1835], [-0.5964, -1.1076, -3.7773], [-0.2538, 1.0697, -5.6252], [3.6282, 1.2145, 3.5623], [3.9355, 0.7453, 1.8656], [2.3170, 1.1238, 2.4226], [4.3943, 3.2906, 2.6745], [2.6437, 3.4105, 2.4647], [3.0416, 2.3463, 0.0879], [4.7422, 2.5572, 0.4184], [4.5889, 4.9576, 0.4805], [3.9904, 4.3378, -1.0335], [2.6953, 6.2362, 0.4791], [1.9673, 4.8414, 1.2065], [0.6299, 5.8133, -0.6682], [1.9580, 5.4444, -1.7829], [1.2595, 3.1819, -0.0775], [-0.1591, 3.6600, -1.0831], [2.6898, 3.0667, -2.0939], [1.3568, 3.6108, -3.0735], [2.1861, -0.3058, -2.7085], [3.1711, 0.9629, -2.0217], [3.0174, 2.1639, -4.3518], [2.6049, 0.5562, -4.9526], [1.9486, 0.4724, -0.3880], [0.6891, 1.2187, 0.4319], [-1.1014, -0.7444, -0.3044], [-2.5695, -0.2061, -1.0577], [-1.4221, 2.0622, 0.3413], [-3.0069, 1.3486, 0.5217], [-2.0271, -0.3675, 2.1303], [-0.4531, 0.3523, 1.8739], [-2.1976, 2.9358, 2.5132], [-2.6416, 0.8852, -2.7349], [-2.2089, -0.0411, -4.6344], [-0.8765, -1.8499, -4.5300], [-0.9811, -1.4778, -2.8234], [0.4899, -1.0633, -3.7589], [-4.1866, -3.0276, -7.8949], [-4.2674, -1.8086, -7.0099], [-3.3145, -2.1097, -5.9882], [-2.3866, -2.9368, -6.5514], [-1.3359, -3.1750, -6.0462], [-2.8174, -3.4252, -7.7223], [-5.4835, -1.6593, -6.4449], [-4.8455, -3.8235, -7.5461], [-4.3971, -2.8146, -8.9391], [-3.9824, -0.8758, -7.4998], [1.6313, -3.0229, 5.0441], [1.5452, -1.5284, 4.8471], [2.4807, -1.3027, 3.8023], [2.5385, -2.4460, 3.0612], [3.0094, -2.5152, 1.9753], [1.9623, -3.4733, 3.7235], [1.9346, -0.8409, 5.9461], [2.4321, -3.2903, 5.7344], [0.6987, -3.4674, 5.3820], [0.5618, -1.1707, 4.5346], [-2.5210, -4.8194, -2.3079], [-3.2293, -4.2505, -3.5116], [-4.3894, -3.6641, -2.9439], [-4.0709, -3.3040, -1.6697], [-4.6941, -2.5510, -1.0003], [-2.9134, -3.8979, -1.2818], [-3.5962, -5.2164, -4.3882], [-2.8780, -5.8210, -2.0656], [-1.4396, -4.8396, -2.4166], [-2.6650, -3.4841, -4.0404], [-3.4915, -3.3427, 4.2620], [-3.8379, -2.3051, 5.3023], [-2.9605, -2.6347, 6.3684], [-1.8624, -3.2158, 5.8189], [-0.8263, -3.3719, 6.3764], [-2.1034, -3.5775, 4.5352], [-5.1183, -2.4154, 5.7179], [-4.0593, -4.2620, 4.4088], [-3.6298, -2.9944, 3.2415], [-3.6472, -1.2735, 4.9976], [6.4221, 1.2314, -6.5797], [6.0397, 2.6388, -6.9669], [6.7583, 2.8345, -8.1673], [6.9280, 1.6075, -8.7472], [7.2594, 1.4307, -9.8667], [6.6429, 0.6230, -7.8553], [6.4426, 3.5515, -6.0461], [7.3456, 1.2125, -5.9989], [5.6425, 0.7126, -6.0308], [4.9738, 2.7811, -7.1602], [-3.8200, 5.2469, 5.2519], [-4.2641, 6.6271, 4.8257], [-3.5362, 6.8209, 3.6183], [-3.3098, 5.5980, 3.0822], [-2.9459, 5.3922, 1.9701], [-3.5552, 4.6230, 3.9871], [-3.9055, 7.5746, 5.7183], [-2.9021, 5.2849, 5.8395], [-4.5788, 4.6987, 5.8034], [-5.3316, 6.7166, 4.6182], [-0.7906, -7.1398, 7.3630], [-1.1535, -6.0922, 8.3867], [-0.2756, -6.3928, 9.4563], [0.8351, -6.9747, 8.9189], [1.8635, -7.1198, 9.4833], [0.5968, -7.3517, 7.6351], [-2.4383, -6.2207, 8.8093], [-1.3424, -8.0672, 7.5257], [-0.9370, -6.8068, 6.3381], [-0.9828, -5.0671, 8.0582]],
  "mulliken_charge": [-1.0151, -0.4255, 0.3375, -1.0586, -0.9319, -1.1401, 0.8113, -1.5754, 1.2551, -0.7923, -0.6217, -0.3305, -1.7301, -0.0010, 0.8313, -1.0910, -1.0483, -0.2740, -0.1327, -0.9283, 0.0328, 0.0882, -0.3606, -0.0747, 0.5221, 0.2832, -0.0419, 0.4381, 0.2314, -0.6880, 0.6415, 0.4535, 0.4661, 0.4339, 0.3950, 0.4810, 0.3407, -0.4230, 0.5383, 0.6040, 0.3625, 0.8257, 0.3436, 0.3201, 0.2877, 0.3930, -0.1024, 0.5326, 0.5857, 0.2244, 0.8625, 0.4546, 0.1499, -0.0289, 0.6856, 0.5371, 0.2264, -0.1183, 0.0251, -0.5158, 0.3096, -0.2187, 0.6452, -0.5387, -0.3846, -0.2792, 0.3028, 0.3012, 0.3033, 0.0035, 0.5497, -0.2657, 0.6384, -0.5392, -0.3474, -0.3069, 0.2348, -0.0080, 0.1411, -0.4733, 1.1031, -0.3450, 0.6088, -0.5160, -0.2898, -0.3143, 0.2973, 0.3238, -0.3891, -0.4131, 0.3673, -0.3330, 0.7073, -0.6568, -0.2755, -0.3005, 0.3146, 0.2434, 0.2593, -0.1691, 0.3638, -0.3331, 0.6014, -0.4687, -0.3362, -0.2879, 0.2609, 0.0810, 0.2805, -0.4206, 0.2699, -0.3050, 0.6179, -0.4994, -0.2350, -0.2770, 0.2927, 0.2624, 0.2888, -0.3910, 0.6513, -0.3465, 0.5959, -0.4816, -0.3324, -0.3116, 0.3015, 0.2478, 0.0682],
  "charge": 1
}


(2)
{
  "formula": "C10H17BrN",
  "method": "ωB97M-V/def2-TZVPD",
  "elements": ["C", "C", "C", "C", "C", "C", "C", "Br", "N", "C", "C", "C", "H", "H", "H", "H", "H", "H", "H", "H", "H", "H", "H", "H", "H", "H", "H", "H", "H"],
  "positions_angstrom": [[-1.1577, 1.3742, -1.7100], [-1.8820, 1.2626, -0.6252], [-1.4817, 1.9162, 0.6545], [-0.2486, 1.9761, 1.1141], [1.0342, 1.7116, 0.3667], [1.9104, 2.7904, -0.0934], [1.6285, 0.4818, 0.3408], [3.4025, -0.0865, -0.1189], [0.7990, -0.6057, 0.8533], [0.0601, -1.6084, -0.0751], [-1.3665, -2.1445, 0.2712], [1.1020, -2.7410, -0.2961], [-1.4858, 0.9813, -2.6331], [-0.2046, 1.8162, -1.5729], [-2.8448, 0.8375, -0.6935], [-2.3255, 2.2456, 1.1935], [0.0697, 2.3768, 2.0680], [2.5029, 2.5818, -0.9795], [2.7081, 3.0620, 0.6121], [1.4800, 3.7877, -0.3611], [1.3101, -1.2947, 1.6204], [0.0428, -0.1748, 1.3735], [0.0758, -1.0106, -0.9654], [-1.3474, -3.0753, 0.7466], [-2.0560, -1.4108, 0.8195], [-1.8966, -2.2917, -0.6197], [1.3163, -3.1499, 0.6330], [1.9253, -2.2263, -0.8278], [0.5572, -3.4054, -0.9913]],
  "mulliken_charge": [-0.9203, -0.1615, -0.3681, -0.8124, 1.0326, -1.8449, -0.3004, -0.0737, -0.0864, 0.3730, -1.4100, -1.3953, 0.3557, 0.3133, 0.5225, 0.4462, 0.4773, 0.5016, 0.4366, 0.3655, 0.4896, 0.4188, 0.2789, 0.4506, 0.3222, 0.3978, 0.4375, 0.3541, 0.3995],
  "charge": 1
}


(3)
{
  "formula": "C6H9N2O2",
  "method": "ωB97M-V/def2-TZVPD",
  "elements": ["C", "C", "O", "O", "H", "H", "H", "C", "C", "C", "C", "N", "N", "H", "H", "H", "H", "H", "H"],
  "positions_angstrom": [[-0.8991, 0.3054, 2.9965], [-1.3681, -1.2019, 2.6218], [-1.0267, -1.7559, 1.4825], [-1.9403, -1.8007, 3.4890], [-1.7347, 0.7200, 3.7096], [-0.8533, 0.9371, 2.1889], [0.1653, 0.3460, 3.3563], [2.2298, 0.6318, -2.6645], [-1.1735, 0.4127, -1.4304], [0.7317, -0.3192, -0.7267], [0.9062, 0.3751, -1.9064], [-0.6654, -0.2797, -0.4734], [-0.2407, 0.8347, -2.4145], [-1.0407, -1.2015, 0.4511], [-2.2335, 0.5933, -1.5591], [1.6314, -0.8501, -0.3854], [2.0300, 1.5805, -3.0660], [2.2863, -0.0153, -3.4733], [3.1953, 0.6878, -2.1961]],
  "mulliken_charge": [-0.7963, 0.5617, -0.6153, -0.6004, 0.2317, 0.3215, 0.2105, -1.2059, -0.3962, -0.5837, 0.6402, -0.1819, -0.7812, 0.5069, 0.4205, 0.2926, 0.3523, 0.2622, 0.3609],
  "charge": -1
}


(4)
{
  "formula": "C6H10O",
  "method": "ωB97M-V/def2-TZVPD",
  "elements": ["O", "C", "C", "C", "C", "C", "C", "H", "H", "H", "H", "H", "H", "H", "H", "H", "H"],
  "positions_angstrom": [[-0.9603, 1.6671, -2.1774], [-0.3574, 0.8070, -1.5385], [0.3219, 0.9146, -0.3158], [0.8917, -0.3138, 0.2840], [0.2890, -0.9186, 1.5464], [0.6874, -2.0889, 1.9573], [-0.7665, -0.0898, 2.2162], [-0.5193, -0.2703, -1.8150], [0.8102, 1.8763, -0.1612], [-0.3820, 1.1506, -4.8600], [1.0162, -1.0417, -0.5197], [1.9168, -0.0395, 0.5702], [0.1682, -3.0283, 2.0944], [0.0714, 1.0244, -4.2899], [-0.4081, 0.8680, 2.5875], [-1.4962, 0.1276, 1.4236], [-1.2828, -0.6447, 2.9980]],
  "mulliken_charge": [-0.5176, -0.2196, -0.3642, -0.7010, 0.5441, -0.3763, -1.1193, 0.2819, 0.3462, 0.1505, 0.4685, 0.3113, 0.3233, -0.1695, 0.3115, 0.3670, 0.3631]
}


The records above yield ΔE to the lowest compared entry with this formula, charge and spin values of 0.00, 16.72, 41.57, 168.30 kcal per mole, respectively.